Here is a molecular structure, C32H44CrF3IO6P2Sb from the Open Molecules 2025 dataset. Energies are from the ωB97M-V functional and the def2-TZVPD basis.

Each line ends with the Mulliken charge.
Positions of all 90 atoms, in Å:
Cr1 0.27 -0.15 -0.03  0.768
C1 1.29 -0.99 -4.30  -1.202
C2 0.61 -1.76 -3.19  2.266
C3 0.76 -3.26 -3.28  -1.460
O1 -0.81 -1.39 -3.24  -0.422
P1 -1.79 -1.49 -2.04  0.386
O2 -1.14 -1.51 -0.69  -0.215
C4 -2.80 0.00 -2.25  -0.973
P2 -1.97 1.33 -1.36  -0.814
O3 -0.49 1.19 -1.50  0.961
O4 -2.32 1.16 0.16  -0.779
C5 -3.46 1.64 0.96  0.463
C6 -3.29 3.11 1.27  -1.344
C7 -4.78 1.31 0.29  -1.136
O5 -2.59 2.67 -1.87  -0.219
C8 -1.88 3.82 -2.48  0.337
C9 -1.19 3.39 -3.75  -1.069
C10 -0.97 4.46 -1.46  -0.759
O6 -2.69 -2.73 -2.32  -0.402
C11 -3.29 -3.64 -1.32  0.478
C12 -4.08 -2.86 -0.30  -1.104
C13 -2.21 -4.53 -0.73  -1.219
H1 2.36 -1.17 -4.27  0.284
H2 1.11 0.08 -4.18  0.085
H3 0.90 -1.31 -5.27  0.428
H4 1.00 -1.41 -2.21  -0.865
H5 0.31 -3.62 -4.21  0.348
H6 0.29 -3.75 -2.43  0.275
H7 1.82 -3.52 -3.28  0.396
H8 -3.81 -0.15 -1.87  0.398
H9 -2.85 0.24 -3.31  0.438
H10 -3.35 1.05 1.87  0.426
H11 -3.45 3.72 0.38  0.194
H12 -2.29 3.31 1.67  0.307
H13 -4.02 3.40 2.02  0.529
H14 -4.89 1.85 -0.65  0.284
H15 -5.59 1.62 0.95  0.516
H16 -4.88 0.24 0.12  0.096
H17 -2.72 4.49 -2.71  0.310
H18 -0.36 2.72 -3.53  -0.011
H19 -0.80 4.27 -4.26  0.490
H20 -1.89 2.90 -4.42  0.370
H21 -0.14 3.80 -1.20  -0.096
H22 -1.52 4.73 -0.56  0.277
H23 -0.55 5.38 -1.89  0.530
H24 -3.96 -4.24 -1.94  0.378
H25 -3.43 -2.23 0.31  0.091
H26 -4.59 -3.56 0.36  0.551
H27 -4.85 -2.25 -0.78  0.321
H28 -1.51 -3.95 -0.13  0.127
H29 -1.67 -5.05 -1.51  0.321
H30 -2.68 -5.27 -0.09  0.507
F1 6.92 -1.22 -4.19  -0.340
C14 6.02 -0.73 -3.33  0.269
C15 6.05 0.61 -3.02  -0.761
C16 5.11 1.11 -2.13  -0.444
C17 4.16 0.27 -1.56  0.362
C18 4.17 -1.09 -1.88  -0.317
C19 5.10 -1.60 -2.77  -0.598
Sb1 2.72 1.04 -0.21  1.835
C20 2.65 3.01 -0.99  -0.199
C21 2.82 4.13 -0.19  -0.427
C22 2.72 5.41 -0.72  -0.628
C23 2.46 5.54 -2.07  0.166
F2 2.35 6.77 -2.59  -0.374
C24 2.29 4.45 -2.90  -0.481
C25 2.38 3.18 -2.35  -0.448
C26 3.83 1.34 1.56  -0.008
C27 5.22 1.30 1.57  -0.255
C28 5.92 1.54 2.75  -0.729
C29 5.20 1.82 3.90  0.249
F3 5.87 2.05 5.03  -0.324
C30 3.82 1.87 3.92  -0.659
C31 3.14 1.62 2.73  -0.589
H31 6.79 1.25 -3.48  0.471
H32 5.12 2.17 -1.90  0.524
H33 3.45 -1.76 -1.43  -0.128
H34 5.13 -2.65 -3.03  0.478
H35 3.05 4.01 0.87  0.487
H36 2.85 6.29 -0.11  0.482
H37 2.10 4.60 -3.96  0.542
H38 2.26 2.31 -3.00  0.482
H39 5.77 1.07 0.67  0.381
H40 7.00 1.50 2.79  0.463
H41 3.30 2.09 4.84  0.466
H42 2.05 1.64 2.74  0.379
I1 1.89 -2.87 0.81  -0.024
C32 0.73 -1.25 1.66  -1.417
H43 1.38 -0.86 2.44  0.586
H44 -0.12 -1.75 2.12  0.687

Net charge ... +1
Expectation value of S² ... 6.03
Spin multiplicity ... 5



Here is a molecular structure, C28H23Cl3N2O2S2SbSe4Tl in a non-equilibrium geometry from the Open Molecules 2025 dataset. Energies are from the ωB97M-V functional and the def2-TZVPD basis.

Each line ends with the Mulliken charge.
Positions of all 66 atoms, in Å:
Tl1 12.35 16.44 9.27  0.068
Cl1 10.56 8.21 11.92  -0.240
C1 9.38 8.84 10.84  0.497
C2 9.76 9.62 9.79  -1.084
C3 8.77 10.25 9.00  -0.258
C4 7.46 10.04 9.31  0.115
C5 6.37 10.79 8.61  0.368
C6 6.75 11.34 7.17  -1.616
N1 6.83 12.76 7.03  0.360
C7 7.80 13.66 6.98  -0.255
C8 7.32 14.90 7.09  -0.685
N2 5.97 14.78 7.18  -0.624
C9 5.68 13.51 7.09  -0.352
O1 5.78 11.76 9.41  -0.489
C10 6.68 12.78 10.02  -0.749
C11 7.03 12.34 11.42  0.068
C12 8.34 12.29 11.92  0.525
Cl2 9.82 12.77 11.01  -0.153
S1 8.47 11.63 13.51  -0.132
C13 6.74 11.53 13.58  -0.166
C14 6.11 11.92 12.44  -1.250
C15 7.13 9.16 10.35  0.569
Cl3 5.51 8.56 10.49  -0.261
C16 8.07 8.60 11.15  -0.814
H1 10.83 9.81 9.60  0.432
H2 9.02 10.97 8.26  0.467
H3 5.54 10.07 8.45  0.718
H4 5.93 11.02 6.49  0.246
H5 7.66 10.88 6.82  0.649
H6 8.82 13.40 6.85  0.575
H7 7.87 15.86 6.98  0.577
H8 4.75 13.08 7.18  0.499
H9 6.23 13.72 10.05  0.846
H10 7.61 12.80 9.49  0.346
H11 6.38 11.19 14.56  0.393
H12 5.02 11.96 12.34  0.405
H13 7.77 7.95 11.94  0.447
O2 6.45 21.97 9.97  -0.654
S2 7.36 20.86 9.61  0.368
C17 7.48 20.96 7.76  0.502
C18 6.73 21.92 7.13  -0.437
C19 6.68 21.95 5.74  -0.392
C20 7.27 20.95 4.97  -0.470
C21 7.99 19.96 5.61  -0.469
C22 8.12 19.95 6.99  -0.201
C23 9.10 21.38 9.92  0.574
C24 10.17 20.59 9.59  -0.213
C25 11.48 21.01 9.76  -0.218
C26 11.70 22.30 10.28  -0.302
C27 10.57 23.08 10.69  -0.657
C28 9.29 22.61 10.44  -0.295
H14 6.13 22.58 7.74  0.425
H15 6.12 22.76 5.33  0.351
H16 7.08 20.90 3.91  0.377
H17 8.48 19.14 5.03  0.319
H18 8.69 19.16 7.50  0.075
H19 10.09 19.56 9.22  0.135
H20 12.39 20.31 9.66  -0.079
H21 12.72 22.66 10.29  0.403
H22 10.77 24.05 11.03  0.382
H23 8.36 23.12 10.74  0.377
Se1 14.76 17.90 4.42  -0.741
Sb1 13.89 17.43 6.60  0.767
Se2 11.28 17.40 6.57  -0.556
Se3 14.09 15.11 7.50  -0.679
Se4 14.55 18.88 8.50  -0.734

Energy relative to the best compared isomer or geometry (same formula, charge and spin) ... 27.8 kcal/mol
Net charge ... -2



Across the entries above, calculated total energy takes the values -4261.94155; -13536.25975 hartree, respectively.